Computed, not measured: a gas-phase ion, CH2NO3S (charge -1), with wB97M-V/def2-TZVPD.

```
8
CH2NO3S wB97M-V/def2-TZVPD
C 0.08093 0.98021 0.03372
N -1.00511 0.32811 -0.04850
O -2.22004 1.13696 0.12213
O -1.25628 -0.89130 -0.27146
O 3.08296 -0.94977 -0.13711
S 1.71112 0.62473 0.06009
H 2.52778 -1.69367 0.08907
H -2.92136 0.46474 0.15205
```

- electronic energy (eV) = -19532.8687
- highest occupied orbital energy (eV) = -3.5
- net charge = -1
- molar mass (u) = 108.1



Computed, not measured: a gas-phase ion, CH2NO4S (charge -1), with wB97M-V/def2-TZVPD.

```
9
CH2NO4S wB97M-V/def2-TZVPD
C 1.16385 -0.06505 0.09429
N -1.64337 -1.02737 -0.51519
O -2.23889 -2.06592 -0.22004
O 1.62735 1.10530 -0.56094
O -1.68246 -0.09426 0.33599
O -0.28362 2.16427 0.66698
S -0.09732 1.15511 -0.32709
H 1.68286 -0.25178 1.05235
H 1.47159 -0.92029 -0.52636
```

- electronic energy (eV) = -21581.5336
- highest occupied orbital energy (eV) = -4.5
- net charge = -1
- molar mass (u) = 124.1



Computed, not measured: 2 unconnected molecules or ions with the total composition CH2NOPS, with wB97M-V/def2-TZVPD.

```
7
CH2NOPS wB97M-V/def2-TZVPD
C 1.96368 0.78119 0.87129
N -1.35207 -0.59187 -0.87900
O 1.27657 1.33465 0.10092
P 2.82282 0.14458 2.05859
S -2.39983 -0.10795 0.27004
H -0.54239 -0.15972 -1.04907
H -1.76878 -1.40088 -1.37279
```

- electronic energy (eV) = -24727.7234
- highest occupied orbital energy (alpha / beta) (eV) = -8.7 / -8.3
- net charge = 0
- molar mass (u) = 107.1



Computed, not measured: a single CH2NP3 molecule, with wB97M-V/def2-TZVPD.

```
7
CH2NP3 wB97M-V/def2-TZVPD
C -0.56356 2.22063 0.23608
P -1.04668 0.67941 0.38390
N 0.09957 -0.41598 0.68395
P 0.74435 -1.60874 -0.19526
P 0.61090 -1.72875 -2.16721
H -1.18105 3.09275 0.16360
H 1.33648 -2.23931 0.89493
```

- electronic energy (eV) = -30419.8404
- highest occupied orbital energy (alpha / beta) (eV) = -8.1 / -8.6
- net charge = 0
- molar mass (u) = 121.0



Computed, not measured: a single CH2O2S molecule, with wB97M-V/def2-TZVPD.

```
6
CH2O2S wB97M-V/def2-TZVPD
C -0.83744 -0.01636 0.16887
S 0.76682 0.07761 -0.12400
O 1.42965 -1.20984 0.12094
O 1.51953 1.31165 0.11223
H -1.54763 0.81553 -0.01094
H -1.33092 -0.97859 -0.26710
```

- electronic energy (eV) = -15996.6869
- highest occupied orbital energy (alpha / beta) (eV) = -10.5 / -10.5
- net charge = 0
- molar mass (u) = 78.1



Computed, not measured: 2 unconnected molecules or ions with the total composition CH2O2S, with wB97M-V/def2-TZVPD.

```
6
CH2O2S wB97M-V/def2-TZVPD
C -2.04203 -0.60911 0.28417
O 1.25387 0.03614 -0.12851
O 0.34366 1.04332 0.34672
S -1.28265 -1.26674 -0.86384
H -0.42357 0.38928 0.32047
H 2.15072 0.40711 0.04099
```

- electronic energy (eV) = -15994.0839
- highest occupied orbital energy (eV) = -10.0
- net charge = 0
- molar mass (u) = 78.1